(1)
{
  "formula": "C11H35O6",
  "method": "ωB97M-V with the def2-TZVPD basis set",
  "e_lumo_ev": -2.27,
  "largest_force_ev_per_a": 3.4,
  "total_energy_ha": -891.2312,
  "orbital_gap_ha": 0.3910,
  "charge": 1,
  "relative_energy_ev": 1.8741,
  "species": ["O", "H", "H", "H", "C", "C", "C", "O", "H", "H", "H", "H", "H", "H", "H", "H", "C", "C", "C", "O", "H", "H", "H", "H", "H", "H", "H", "H", "C", "C", "C", "O", "H", "H", "H", "H", "H", "H", "H", "H", "C", "O", "H", "H", "H", "H", "C", "O", "H", "H", "H", "H"],
  "positions_angstrom": [[0.19802, 0.27444, 0.17572], [0.12383, 1.09569, 0.66726], [1.12648, 0.04311, 0.09786], [-0.30771, -0.37819, 0.66554], [-1.93834, -0.00975, -3.51905], [-3.03592, -0.74084, -2.82346], [-2.53835, -1.87724, -1.96842], [-3.62881, 0.24264, -2.06056], [-1.25214, 0.37037, -2.76226], [-2.33796, 0.80445, -4.12360], [-1.34583, -0.69020, -4.13064], [-3.75090, -1.16572, -3.52801], [-2.16218, -2.63346, -2.65742], [-3.28255, -2.34594, -1.32454], [-1.64170, -1.58286, -1.42304], [-4.16588, -0.24276, -1.43005], [3.11236, -3.06816, -1.09688], [2.60109, -1.68323, -1.36906], [1.42278, -1.45434, -2.31743], [2.46978, -0.84431, -0.21742], [2.27507, -3.55684, -0.59864], [3.83410, -3.11722, -0.28153], [3.41290, -3.61470, -1.99077], [3.47614, -1.22963, -1.83450], [0.52967, -1.97832, -1.97700], [1.65872, -1.71575, -3.34898], [1.18170, -0.39761, -2.43275], [3.34896, -0.51342, -0.01954], [2.58926, 1.03972, 3.22175], [2.03299, 2.35570, 2.61942], [2.84110, 2.86485, 1.39244], [0.75323, 1.99862, 2.05659], [2.19054, 0.21423, 2.63209], [2.35777, 1.03225, 4.28687], [3.67844, 1.06808, 3.19043], [1.98041, 3.14867, 3.36542], [2.89216, 2.27811, 0.47525], [3.89809, 2.76761, 1.64028], [2.59593, 3.92548, 1.33697], [0.05371, 2.17356, 2.69037], [-1.51186, -0.64065, 2.83497], [-1.14931, -1.25722, 1.60481], [-2.17180, -1.14697, 3.53941], [-0.60087, -0.61451, 3.43289], [-1.87620, 0.37176, 2.66063], [-1.46255, -2.16467, 1.60960], [-3.23574, 2.36636, 0.77354], [-2.25859, 1.60632, 0.06904], [-4.16544, 2.08923, 0.27661], [-3.23909, 1.94706, 1.77967], [-2.99690, 3.42649, 0.85829], [-2.57864, 1.15967, -0.71815]]
}

=====

(2)
{
  "formula": "C11H36NO5",
  "method": "ωB97M-V with the def2-TZVPD basis set",
  "e_lumo_ev": -2.04,
  "largest_force_ev_per_a": 2.3,
  "total_energy_ha": -871.4077,
  "orbital_gap_ha": 0.4094,
  "charge": 1,
  "relative_energy_ev": 0.0000,
  "species": ["N", "H", "H", "H", "H", "C", "C", "O", "H", "H", "H", "H", "H", "H", "C", "C", "O", "H", "H", "H", "H", "H", "H", "C", "C", "O", "H", "H", "H", "H", "H", "H", "C", "C", "O", "H", "H", "H", "H", "H", "H", "C", "C", "C", "O", "H", "H", "H", "H", "H", "H", "H", "H"],
  "positions_angstrom": [[1.08901, -12.78937, 8.40966], [0.09803, -12.60316, 8.35162], [1.50216, -12.18442, 7.71435], [1.30837, -13.75385, 8.20531], [1.38452, -12.53071, 9.34018], [1.51680, -9.42113, 8.68986], [1.79850, -9.46020, 7.20454], [1.52833, -10.75050, 6.66893], [1.89723, -10.29155, 9.22441], [0.45347, -9.27632, 8.88078], [2.02829, -8.52328, 9.03678], [2.83477, -9.23477, 6.95271], [1.18900, -8.70573, 6.70716], [1.53483, -10.63709, 5.71567], [3.20168, -11.22020, 11.99930], [2.51425, -12.54121, 11.55008], [1.31371, -12.12669, 10.94238], [2.64837, -10.50249, 12.60497], [3.69277, -10.73126, 11.15796], [3.95713, -11.58758, 12.69387], [2.33047, -13.21151, 12.38973], [3.17345, -13.12130, 10.90428], [0.67033, -12.07767, 11.65321], [2.94953, -15.92338, 8.60009], [1.60605, -16.49463, 8.11429], [0.84202, -15.45118, 7.53411], [3.44963, -15.27336, 7.88212], [3.57902, -16.77599, 8.85489], [2.82988, -15.33890, 9.51233], [1.12738, -16.94976, 8.98136], [1.67421, -17.25834, 7.33956], [0.29796, -15.98892, 6.95410], [-3.11497, -13.59544, 7.31384], [-2.60655, -13.13185, 8.69018], [-1.68536, -12.08798, 8.43526], [-3.72163, -14.50026, 7.35082], [-2.24431, -13.90481, 6.73563], [-3.70057, -12.83525, 6.79684], [-2.17820, -13.97772, 9.22787], [-3.45707, -12.81522, 9.29390], [-2.22453, -11.33854, 8.17211], [6.12693, -11.09213, 9.28991], [4.90290, -11.32815, 8.39709], [5.23700, -11.26497, 6.89854], [4.29619, -12.55422, 8.76770], [5.96831, -11.30319, 10.34745], [6.52455, -10.08988, 9.13027], [6.94133, -11.72878, 8.94417], [4.17236, -10.55190, 8.62482], [5.72631, -10.33101, 6.62211], [4.38699, -11.28587, 6.21652], [5.95767, -12.03903, 6.63482], [4.98149, -13.22561, 8.73279]]
}

=====

(3)
{
  "formula": "C11H36O7",
  "method": "ωB97M-V with the def2-TZVPD basis set",
  "e_lumo_ev": 0.50,
  "largest_force_ev_per_a": 2.0,
  "total_energy_ha": -967.2479,
  "orbital_gap_ha": 0.3743,
  "smiles": "CC(C)O.CC(C)O.CO.CO.CO.CO.CO",
  "relative_energy_ev": 1.7572,
  "species": ["C", "C", "C", "O", "H", "H", "H", "H", "H", "H", "H", "H", "C", "C", "C", "O", "H", "H", "H", "H", "H", "H", "H", "H", "C", "O", "H", "H", "H", "H", "C", "O", "H", "H", "H", "H", "C", "O", "H", "H", "H", "H", "C", "O", "H", "H", "H", "H", "C", "O", "H", "H", "H", "H"],
  "positions_angstrom": [[2.05425, 6.74228, -15.85531], [0.79827, 7.63427, -15.79863], [1.05936, 9.10016, -16.12771], [-0.01017, 7.07873, -16.81157], [2.63097, 6.81923, -14.93359], [2.66602, 7.09420, -16.68597], [1.77470, 5.70136, -16.01788], [0.30030, 7.52235, -14.83551], [1.38732, 9.33803, -17.13962], [1.80604, 9.51747, -15.45213], [0.18888, 9.73848, -15.97634], [0.14347, 7.68076, -17.54339], [-2.99790, 10.85885, -15.49809], [-3.23913, 9.63102, -16.43847], [-3.41956, 8.25584, -15.82843], [-4.39985, 9.84595, -17.22421], [-3.26327, 11.80529, -15.96917], [-1.93220, 10.80417, -15.27584], [-3.49896, 10.78359, -14.53301], [-2.34004, 9.60683, -17.05422], [-4.31800, 8.26437, -15.21130], [-2.53071, 8.03442, -15.23765], [-3.56750, 7.50504, -16.60464], [-5.17913, 9.66106, -16.69490], [-0.68873, 3.67302, -12.50815], [-1.32305, 4.97640, -12.43147], [-0.48055, 3.23393, -11.53246], [-1.33587, 2.90183, -12.92595], [0.24762, 3.77250, -13.05720], [-1.48641, 5.20780, -13.34874], [0.93056, 3.00866, -17.76944], [1.25592, 1.98718, -18.66255], [1.35437, 2.77733, -16.79221], [1.28480, 4.00249, -18.04314], [-0.14232, 3.14771, -17.63645], [1.06571, 2.31378, -19.54502], [-2.54370, 4.65453, -15.67846], [-1.67412, 5.51591, -14.97984], [-3.16068, 4.07091, -14.99521], [-3.27701, 5.20738, -16.26560], [-2.04959, 4.04895, -16.43820], [-1.13926, 6.01018, -15.60532], [-4.69797, 5.03638, -12.19896], [-5.76257, 4.15329, -12.46440], [-4.96365, 5.70578, -11.38077], [-3.80656, 4.43050, -12.03641], [-4.49304, 5.69455, -13.04329], [-5.95537, 3.64182, -11.67522], [-6.36002, 6.91746, -18.62377], [-5.62669, 5.81760, -18.14720], [-6.19437, 7.10670, -19.68436], [-7.40684, 6.69501, -18.41693], [-6.01576, 7.74176, -17.99918], [-5.81585, 5.69355, -17.21423]]
}

=====

(4)
{
  "formula": "C11H38N16O13Zn2",
  "method": "ωB97M-V with the def2-TZVPD basis set",
  "s_squared": 0.75,
  "e_lumo_ev": [-2.24, -2.32],
  "largest_force_ev_per_a": 9.5,
  "spin_multiplicity": 2,
  "total_energy_ha": -5854.8391,
  "orbital_gap_ha": [0.1531, 0.3210],
  "charge": 1,
  "species": ["Zn", "Zn", "C", "O", "O", "O", "C", "O", "N", "N", "H", "H", "H", "H", "C", "O", "N", "N", "H", "H", "H", "H", "C", "O", "N", "N", "H", "H", "H", "H", "C", "O", "N", "N", "H", "H", "H", "H", "C", "O", "N", "N", "H", "H", "H", "H", "C", "O", "N", "N", "H", "H", "H", "H", "C", "O", "N", "N", "H", "H", "H", "H", "C", "O", "N", "N", "H", "H", "H", "H", "C", "C", "O", "O", "H", "H", "H", "H", "H", "H"],
  "positions_angstrom": [[15.71523, 8.66978, 11.80597], [13.53164, 9.45678, 15.17225], [14.54779, 7.78348, 13.71637], [14.10853, 7.56139, 14.84359], [15.18953, 7.08108, 12.97690], [14.37172, 8.93822, 13.37827], [18.42797, 9.62254, 13.20800], [17.27594, 9.17601, 12.94769], [19.37471, 9.84584, 12.27126], [18.96740, 9.70446, 14.37475], [20.17894, 10.30668, 12.67248], [19.05188, 10.09823, 11.34813], [18.53117, 9.36621, 15.22054], [19.93640, 9.96273, 14.49494], [13.31060, 7.82991, 9.94721], [14.36146, 8.24107, 10.31940], [12.82251, 8.18141, 8.81074], [12.57617, 6.98504, 10.53360], [11.92847, 7.77880, 8.56848], [13.14500, 9.00675, 8.32606], [13.00081, 6.67333, 11.39535], [11.68728, 6.62380, 10.21818], [12.44021, 8.16502, 17.78069], [12.56392, 9.08755, 16.94520], [12.99590, 7.03293, 17.50320], [11.83922, 8.07411, 18.85451], [13.37134, 6.90257, 16.57468], [12.71165, 6.31602, 18.15539], [11.22423, 8.76492, 19.26029], [11.85355, 7.21227, 19.38095], [11.77373, 4.42252, 13.26146], [10.69019, 3.96522, 13.38323], [11.92762, 5.69135, 13.37051], [12.74826, 3.71794, 12.95016], [12.85554, 6.07396, 13.25793], [11.19986, 6.31439, 13.69033], [13.74045, 3.89012, 12.87266], [12.54178, 2.72933, 12.93937], [17.90856, 6.07808, 16.35734], [17.34168, 6.02107, 17.43682], [17.32815, 6.29322, 15.16356], [19.20176, 5.83660, 16.23829], [17.98499, 6.30990, 14.39649], [16.47263, 6.81317, 15.29714], [19.65855, 5.85162, 15.33762], [19.61598, 5.53930, 17.11016], [10.49233, 8.87723, 13.82570], [11.55003, 8.99749, 14.37432], [9.52909, 8.21714, 14.44039], [10.04834, 9.41076, 12.76434], [9.62628, 7.73510, 15.32260], [8.59229, 8.28495, 14.06904], [10.57966, 10.10067, 12.25263], [9.11985, 9.19554, 12.43014], [16.02862, 9.96002, 17.19189], [15.22595, 9.93249, 16.28070], [16.33890, 8.96368, 17.94394], [16.60301, 11.07125, 17.55436], [16.74761, 9.19029, 18.83933], [16.06427, 8.03553, 17.65551], [16.43267, 11.92268, 17.03847], [17.05102, 10.99765, 18.45656], [13.90487, 3.58238, 16.66193], [13.14996, 3.74972, 17.61895], [14.79418, 4.43731, 16.26669], [13.97017, 2.47650, 15.95972], [15.32191, 4.10198, 15.47350], [14.80075, 5.38099, 16.62659], [14.55159, 2.36904, 15.14087], [13.04676, 2.06749, 15.97024], [16.56713, 2.12117, 12.13662], [16.36345, 3.70245, 12.16710], [15.48247, 4.09951, 13.14078], [17.45456, 1.72599, 13.24778], [16.93849, 1.71114, 11.19742], [15.58788, 1.64988, 12.22056], [15.97494, 4.09183, 11.22608], [17.28897, 4.23246, 12.39203], [15.49669, 5.05340, 13.24800], [16.94063, 1.72730, 14.05863]]
}